one:
Computed, not measured: a cluster of 2 separate species, C4H9NO2 in total, with ωB97M-V with the def2-TZVPD basis set.

For the orbital gap (spin up / spin down), the calculation gives 7.86 / 7.86 eV. The calculation puts the LUMO energy (spin up / spin down) at 0.64 / 0.64 eV.

Geometry (Å):
C -1.2977 -0.3618 0.2116
C -2.7995 -0.3362 0.1793
C 1.5925 1.2895 -0.4809
C 1.5313 -0.1065 0.0397
N -0.5584 -0.6680 -0.7319
O 1.3903 -0.2602 1.3571
O 2.2252 -1.1003 -0.5758
H -0.8931 -0.0619 1.2007
H -3.1646 -0.4985 -0.8321
H -3.1456 0.6312 0.5433
H -3.1975 -1.1090 0.8370
H 1.2516 1.3236 -1.5116
H 2.6168 1.6646 -0.4282
H 0.9521 1.9205 0.1294
H 1.5223 -1.1951 1.5700
H 1.9742 -1.1321 -1.5076

***

two:
Computed, not measured: a cluster of 2 separate species, C4H9NO2 in total, with ωB97M-V with the def2-TZVPD basis set.

For the orbital gap, the calculation gives 10.53 eV. The calculation puts the LUMO energy at 0.54 eV. As for the SMILES: NC(=O)CC=O.C.

Geometry (Å):
C 1.3276 2.4114 -0.2684
C 0.1409 -0.5582 -1.1076
O 1.1369 -1.2013 -0.8521
C -0.9939 -0.3100 -0.1432
C -1.4044 -1.4792 0.7552
O -2.5747 -1.6990 0.9946
N -0.3691 -2.1762 1.2919
H 1.0331 2.5536 0.7742
H 0.4426 2.4776 -0.9076
H 2.0290 3.1967 -0.5522
H 0.0324 -0.0869 -2.1025
H 1.8208 1.4409 -0.3786
H -0.6739 0.5161 0.5071
H -1.8862 0.0304 -0.6714
H -0.6096 -3.0211 1.7876
H 0.5486 -2.0948 0.8731

***

three:
Computed, not measured: the molecule C4H9NO2, with ωB97M-V with the def2-TZVPD basis set.

For the orbital gap, the calculation gives 10.35 eV. The calculation puts the LUMO energy at 0.78 eV. As for the SMILES: CC[C@H](N)C(=O)O.

Geometry (Å):
O -2.3526 -0.1768 -1.3436
C -1.1519 -0.2170 -1.3454
O -0.4525 -0.8231 -2.3235
C -0.2624 0.4382 -0.3007
C 0.5377 -0.6381 0.4111
C 1.6710 -0.0432 1.2509
N -0.9848 1.2581 0.6176
H -1.1194 -1.1883 -2.9274
H 0.4008 1.0804 -0.8989
H 0.9416 -1.3875 -0.2506
H -0.1555 -1.0858 1.1306
H 1.3690 0.8686 1.7555
H 2.1412 -0.7456 1.9324
H 2.5081 0.2647 0.6076
H -1.8403 1.6227 0.2201
H -1.2500 0.7728 1.4642

***

four:
Computed, not measured: the molecule C4H9NO2, with ωB97M-V with the def2-TZVPD basis set.

For the orbital gap, the calculation gives 10.07 eV. The calculation puts the LUMO energy at 0.16 eV. As for the SMILES: N[C@@H](C=O)CCO.

Geometry (Å):
O -0.3524 1.1745 2.4234
C -1.2262 0.6809 1.6122
C -0.6016 -0.0538 0.4479
C 0.5475 0.6978 -0.0991
C 1.2863 -0.0094 -1.2323
O 0.2888 -0.0208 -2.4714
N -0.3449 -1.4560 1.0332
H -2.1256 0.3448 2.1548
H -1.3633 -0.1502 -0.2210
H 0.2380 1.5622 -0.6048
H 1.2716 0.7963 0.7752
H 2.1298 0.5768 -1.6461
H 1.5577 -0.9800 -1.0090
H -0.0092 0.8185 -2.6860
H -0.0818 -2.1202 0.2882
H -1.2148 -1.8614 1.2347

***

The most stable of them is three.

***

one:
Computed, not measured: the molecule C4H9NO2, with ωB97M-V with the def2-TZVPD basis set.

For the orbital gap, the calculation gives 10.57 eV. The calculation puts the LUMO energy at 0.66 eV. As for the SMILES: C[C@@H](O)CNC=O.

Geometry (Å):
C 0.7789 2.1391 -0.1220
C 0.5318 0.6202 -0.1003
O 0.9125 0.2150 1.1878
C -0.9106 0.1172 -0.3452
N -1.1199 -1.3385 -0.1071
C -0.2882 -2.3588 0.2110
O 0.8969 -2.3079 0.5033
H 0.6994 2.6246 -1.1045
H 1.8128 2.2574 0.2374
H 0.1251 2.6515 0.5926
H 1.1709 0.1904 -0.8930
H 1.0934 -0.7391 1.0994
H -1.5973 0.6728 0.3130
H -1.1966 0.2749 -1.3896
H -2.0672 -1.6635 -0.2332
H -0.7947 -3.3448 0.1822

***

two:
Computed, not measured: a structure of composition C4H9NO2, with ωB97M-V with the def2-TZVPD basis set.

For the orbital gap, the calculation gives 10.11 eV. The calculation puts the LUMO energy at 0.91 eV.

Geometry (Å):
C 1.2549 -1.1888 0.4877
C 0.6545 -1.6929 -0.8240
N -0.4876 -0.7690 -1.0468
C -0.3182 0.4582 -0.4714
O 0.6914 1.1709 -0.5635
O -1.3954 0.8895 0.1678
C -1.2463 2.1786 0.7683
H 2.2468 -1.5651 0.7025
H 1.4488 0.1250 0.1057
H 0.6021 -1.5987 1.3117
H 1.3775 -1.5919 -1.6359
H 0.2501 -2.7191 -0.8872
H -1.4061 -1.1620 -0.8789
H -2.2146 2.3822 1.2192
H -0.4604 2.1519 1.5279
H -0.9976 2.9312 0.0170

***

The most stable of them is one.

***

one:
Computed, not measured: a cluster of 2 separate species, C4H9NO2 in total, with ωB97M-V with the def2-TZVPD basis set.

For the orbital gap, the calculation gives 10.93 eV. The calculation puts the LUMO energy at 0.81 eV.

Geometry (Å):
C 1.9633 -0.4630 -1.6677
N 1.9629 0.4520 -0.5784
C 1.8881 1.1705 0.3404
O -0.5768 0.7099 1.8542
C -1.3624 0.8989 0.6880
C -1.7300 -0.4774 0.1488
O -0.5620 -1.2596 -0.0053
H 1.5315 -1.4066 -1.3309
H 1.3434 -0.0632 -2.4729
H 2.9844 -0.6054 -2.0268
H 0.2737 1.1581 1.7191
H -2.2656 1.4746 0.9318
H -0.7963 1.4512 -0.0734
H -2.4350 -0.9660 0.8388
H -2.2129 -0.3962 -0.8307
H -0.0871 -1.1167 0.8300

***

two:
Computed, not measured: the molecule C4H9NO2, with ωB97M-V with the def2-TZVPD basis set.

For the orbital gap, the calculation gives 10.10 eV. The calculation puts the LUMO energy at 0.77 eV. As for the SMILES: O=CCCNCO.

Geometry (Å):
C 0.2738 -0.0807 -0.1305
C 0.3347 1.0882 -1.0965
C 0.5978 0.6124 -2.4426
O -0.0853 0.8621 -3.4379
N -0.4112 0.3445 0.9711
C -0.9760 -0.7187 1.7393
O 0.0134 -1.4592 2.5297
H -0.0798 -0.8778 -0.7243
H 1.2832 -0.4027 0.0839
H 1.0748 1.7129 -0.6914
H -0.5976 1.6305 -1.2921
H 1.3181 -0.2002 -2.4133
H -0.0762 1.1451 1.4732
H -1.8122 -0.3693 2.3812
H -1.5115 -1.4265 1.0965
H 0.6538 -1.8607 1.9537

***

three:
Computed, not measured: the molecule C4H9NO2, with ωB97M-V with the def2-TZVPD basis set.

For the orbital gap, the calculation gives 10.36 eV. The calculation puts the LUMO energy at 0.73 eV. As for the SMILES: NC(=O)CCCO.

Geometry (Å):
N -1.0561 -2.1225 -0.5816
C -1.2984 -1.3178 0.4980
O -1.7592 -1.7503 1.5385
C -0.9094 0.1331 0.2915
C 0.5573 0.3487 0.7041
C 1.2167 1.4843 -0.0573
O 1.2778 1.0922 -1.4199
H -1.0981 -3.1181 -0.4248
H -0.5272 -1.7846 -1.3702
H -1.0215 0.4007 -0.7625
H -1.5998 0.7519 0.8698
H 0.6377 0.5245 1.7860
H 1.1280 -0.5578 0.4613
H 0.6354 2.4126 0.0544
H 2.2254 1.6592 0.3479
H 1.5912 1.8439 -1.9353

***

The most stable of them is three.

***

one:
Computed, not measured: a cluster of 2 separate species, C4H9NO2 in total, with ωB97M-V with the def2-TZVPD basis set.

For the orbital gap, the calculation gives 8.59 eV. The calculation puts the LUMO energy at 0.76 eV.

Geometry (Å):
N 2.1103 -1.5612 1.6233
C 1.1441 -0.7787 1.1662
O -0.0381 -1.2001 1.4385
C 0.6472 0.9688 -0.0129
C -0.7287 0.8774 -0.0628
C -1.4079 0.3224 -1.2719
O -1.7683 1.3625 -2.1707
H 1.9021 -2.3984 2.1507
H 3.0763 -1.3418 1.4505
H 1.1346 1.6925 0.6343
H 1.2492 0.6509 -0.8620
H -0.6288 -0.4778 0.9422
H -1.3226 1.5253 0.5785
H -0.7332 -0.3839 -1.7766
H -2.3066 -0.2287 -0.9774
H -2.3297 0.9708 -2.8497

***

two:
Computed, not measured: the molecule C4H9NO2, with ωB97M-V with the def2-TZVPD basis set.

For the orbital gap, the calculation gives 10.65 eV. The calculation puts the LUMO energy at 0.89 eV. As for the SMILES: COCCNC=O.

Geometry (Å):
C 0.1293 -2.5531 0.4716
O 0.4833 -1.2048 0.5865
C 0.4675 -0.5298 -0.6443
C 0.6311 0.9283 -0.3222
N -0.4603 1.4004 0.5232
C -1.0447 2.5669 0.1757
O -0.7503 3.1914 -0.8352
H -0.8827 -2.6581 0.0496
H 0.8393 -3.0962 -0.1709
H 0.1538 -2.9629 1.4829
H -0.4899 -0.6786 -1.1729
H 1.2719 -0.8806 -1.3146
H 0.5725 1.5127 -1.2374
H 1.5952 1.1216 0.1619
H -0.7046 0.9142 1.3767
H -1.8114 2.9287 0.8693

***

three:
Computed, not measured: the molecule C4H9NO2, with ωB97M-V with the def2-TZVPD basis set.

For the orbital gap, the calculation gives 10.76 eV. The calculation puts the LUMO energy at 0.80 eV. As for the SMILES: C[C@@H](O)CNC=O.

Geometry (Å):
O 0.3270 3.0192 -0.2464
C -0.6045 2.5810 0.3773
N -0.6006 1.2915 0.8860
C 0.4158 0.3259 0.4645
C -0.2027 -0.8700 -0.2821
C 0.8405 -1.5722 -1.1471
O -0.7571 -1.8147 0.5831
H -1.4761 3.1674 0.6621
H -1.4985 0.8472 0.9224
H 0.8998 -0.0525 1.3738
H 1.1871 0.8124 -0.1280
H -1.0142 -0.4592 -0.9190
H 1.0654 -2.4804 -0.5667
H 1.7477 -1.0525 -1.4331
H 0.5086 -2.1077 -2.0483
H -0.8380 -1.6353 1.5015

***

four:
Computed, not measured: a structure of composition C4H9NO2, with ωB97M-V with the def2-TZVPD basis set.

For the orbital gap, the calculation gives 7.93 eV. The calculation puts the LUMO energy at 0.40 eV.

Geometry (Å):
C -0.9129 -0.3316 -0.7563
C -0.0075 0.7151 1.1319
C 0.1334 -1.2584 -1.0641
N 0.3777 2.0419 0.8120
C 1.1491 -0.5251 -0.0136
O -2.1178 -0.6961 -0.3006
O 2.0194 0.2287 -0.4820
H -2.1251 -1.6328 -0.0596
H -0.9023 0.6609 -1.1867
H 1.3312 2.0376 0.4513
H -0.2244 2.4753 0.1231
H -1.0637 0.6538 1.3877
H 0.5195 0.3775 2.0229
H -0.0702 -2.2931 -0.7811
H 0.5807 -1.1706 -2.0500
H 1.3130 -1.2831 0.7651

***

The most stable of them is two.